No. 1
Below is a molecular structure, C21H40HfP2, with properties calculated with the ωB97M-V functional and the def2-TZVPD basis.

Cartesian coordinates (Å):
1 Hf 1.42 1.23 0.02
2 P -3.74 0.41 -0.83
3 P -2.78 -2.33 0.65
4 C 6.41 0.02 0.38
5 C 0.31 -1.65 -0.72
6 C -2.94 -3.45 2.08
7 C -0.20 0.78 -1.65
8 C 5.87 1.35 -0.17
9 C -2.63 -3.56 -0.70
10 C -0.08 -0.70 -1.90
11 C 6.67 1.76 -1.42
12 C -4.61 -1.98 0.44
13 C 4.48 1.17 -0.50
14 C 5.99 2.45 0.89
15 C 3.32 0.99 -0.88
16 C 0.99 -0.48 1.49
17 C 1.30 -1.17 0.31
18 C -4.52 1.24 -2.25
19 C -0.81 1.37 -0.52
20 C -4.92 -1.05 -0.72
21 C -0.37 0.06 1.83
22 C -1.28 0.53 0.65
23 C 1.61 3.03 1.22
24 C -4.52 1.36 0.54
25 H -4.37 0.86 1.51
26 H -4.49 0.59 -3.13
27 H -1.96 -3.85 2.36
28 H -0.95 -0.73 2.35
29 H 7.46 0.14 0.69
30 H -3.98 2.17 -2.47
31 H -3.37 -2.91 2.94
32 H -4.97 -1.58 1.40
33 H -1.02 -1.09 -2.35
34 H 2.18 3.78 0.63
35 H -0.31 0.88 2.57
36 H 0.74 -2.55 -1.19
37 H -5.56 1.46 -1.97
38 H -0.61 -2.02 -0.25
39 H -0.07 1.41 -2.54
40 H 6.26 2.68 -1.84
41 H 2.18 2.86 2.15
42 H -3.43 -4.30 -0.54
43 H -4.09 2.37 0.59
44 H 7.71 1.94 -1.14
45 H -1.65 -4.06 -0.66
46 H 0.65 3.51 1.48
47 H -1.69 -0.41 0.22
48 H 5.83 -0.30 1.25
49 H 7.04 2.61 1.16
50 H 5.59 3.39 0.50
51 H 1.70 -0.51 2.32
52 H 6.36 -0.76 -0.38
53 H -3.61 -4.27 1.78
54 H 0.67 -0.85 -2.69
55 H -5.08 -2.97 0.28
56 H -5.59 1.43 0.33
57 H -2.75 -3.09 -1.69
58 H -1.21 2.39 -0.59
59 H 5.44 2.18 1.79
60 H -2.12 1.06 1.13
61 H -5.93 -0.62 -0.60
62 H 6.64 0.97 -2.18
63 H 2.30 -1.62 0.22
64 H -4.87 -1.58 -1.69

## Properties
LUMO ... -8.73 eV
HOMO-LUMO gap ... 4.99 eV
Molar mass ... 532.99 g mol⁻¹
HOMO ... -13.72 eV
Charge ... +2

No. 2
Below is a molecular structure, C21H41Cl3O5, with properties calculated with the ωB97M-V functional and the def2-TZVPD basis.

Cartesian coordinates (Å):
1 Cl 9.07 23.58 22.91
2 Cl 6.12 23.87 23.68
3 Cl 7.22 24.83 21.06
4 O 5.39 19.59 23.09
5 O 5.82 21.82 26.10
6 O 9.70 20.22 26.02
7 O 12.06 23.62 20.70
8 O 3.20 25.05 19.84
9 C 4.87 22.82 25.77
10 C 7.52 20.20 23.85
11 C 6.71 18.96 23.32
12 C 10.34 20.89 24.90
13 C 6.35 21.99 27.46
14 C 5.37 22.91 28.12
15 C 10.25 22.34 25.17
16 C 5.19 20.67 24.01
17 C 6.55 21.34 24.05
18 C 3.44 25.97 20.88
19 C 4.84 23.79 26.97
20 C 11.13 22.82 21.53
21 C 4.19 24.01 19.98
22 C 11.45 23.89 19.41
23 C 4.45 23.97 21.52
24 C 3.57 25.08 22.10
25 C 9.73 22.44 26.60
26 C 10.40 22.04 20.46
27 C 7.57 24.47 22.73
28 C 10.10 23.12 19.46
29 C 8.93 21.13 26.72
30 H 7.16 18.58 22.40
31 H 2.71 26.74 21.12
32 H 9.53 21.56 20.90
33 H 11.40 24.98 19.33
34 H 6.80 21.89 24.96
35 H 5.52 24.02 21.68
36 H 10.94 21.18 20.06
37 H 10.48 22.43 27.39
38 H 9.23 23.73 19.70
39 H 3.84 24.13 27.23
40 H 7.79 25.48 23.09
41 H 8.86 20.90 27.78
42 H 5.93 23.59 28.77
43 H 3.95 23.06 21.85
44 H 9.98 22.69 18.47
45 H 11.35 20.53 24.74
46 H 8.39 20.35 23.21
47 H 3.89 22.40 25.57
48 H 7.91 21.14 26.32
49 H 12.11 23.33 18.75
50 H 6.59 18.08 23.94
51 H 9.56 22.83 24.48
52 H 5.11 24.31 19.49
53 H 6.79 22.00 23.22
54 H 7.93 19.92 24.82
55 H 9.07 23.28 26.83
56 H 3.90 23.03 19.61
57 H 3.92 25.70 22.92
58 H 7.32 22.49 27.44
59 H 4.32 26.54 20.62
60 H 11.26 22.71 24.99
61 H 2.62 24.65 22.43
62 H 6.38 21.03 27.97
63 H 10.40 23.43 22.06
64 H 4.43 21.30 23.55
65 H 5.52 24.62 26.77
66 H 4.56 22.46 28.69
67 H 9.70 20.76 24.03
68 H 5.27 23.34 24.90
69 H 4.72 20.27 24.91
70 H 11.70 22.19 22.22

## Properties
LUMO ... 0.21 eV
HOMO-LUMO gap ... 9.20 eV
Molar mass ... 479.91 g mol⁻¹
HOMO ... -8.99 eV

No. 3
Below is a molecular structure, C21H41IrN2O2P3S, with properties calculated with the ωB97M-V functional and the def2-TZVPD basis.

Cartesian coordinates (Å):
1 Ir 0.36 0.09 -2.33
2 S 0.55 2.31 0.68
3 P -2.58 -3.20 -1.62
4 P 2.71 -1.81 0.92
5 P -0.23 4.27 0.40
6 O 0.02 -0.89 0.67
7 O -2.25 0.21 -0.64
8 N -1.19 1.23 2.50
9 N 1.00 1.50 3.22
10 C -1.56 0.46 3.68
11 C 2.13 -0.25 -3.44
12 C 1.12 5.11 -0.41
13 C 1.74 1.06 -3.54
14 C 1.21 -1.29 -3.59
15 C -1.80 -4.76 -2.10
16 C -1.24 0.04 -1.19
17 C -3.41 -3.48 -0.04
18 C 0.42 1.37 -3.87
19 C 0.05 1.64 2.26
20 C 1.08 -1.19 0.25
21 C -0.73 0.94 4.86
22 C -0.48 0.36 -4.15
23 C -0.11 -0.98 -4.01
24 C 0.75 0.92 4.55
25 C 3.76 -0.41 0.48
26 C 2.67 -2.28 2.63
27 C -0.94 4.81 1.89
28 C 3.17 -3.12 -0.23
29 C -1.47 3.71 -0.82
30 C -3.90 -2.95 -2.84
31 H -1.80 1.14 1.67
32 H 3.70 -2.54 2.92
33 H -4.46 -2.05 -2.54
34 H -1.86 4.64 -1.27
35 H -1.48 0.64 -4.45
36 H -1.20 5.85 1.62
37 H 2.04 -3.18 2.77
38 H 1.99 5.17 0.27
39 H 1.31 1.51 5.29
40 H 1.40 4.61 -1.36
41 H -1.01 3.05 -1.60
42 H -0.92 0.28 5.71
43 H 2.72 -4.08 0.09
44 H -4.26 -2.78 0.01
45 H 4.80 -0.72 0.70
46 H -4.48 -3.88 -2.83
47 H -1.02 -4.98 -1.34
48 H 3.17 -0.43 -3.13
49 H 2.33 -1.46 3.28
50 H -2.62 -5.49 -2.15
51 H 1.93 1.82 2.98
52 H -1.84 4.22 2.12
53 H 1.14 -0.10 4.55
54 H 0.10 2.41 -3.87
55 H -1.28 -4.59 -3.05
56 H 3.48 0.48 1.07
57 H -2.26 3.12 -0.31
58 H -2.63 0.60 3.86
59 H 4.27 -3.19 -0.21
60 H 2.41 1.87 -3.29
61 H -3.66 -4.54 -0.03
62 H -1.05 1.94 5.18
63 H 3.67 -0.20 -0.61
64 H -3.42 -2.72 -3.81
65 H -1.36 -0.60 3.47
66 H 2.87 -2.85 -1.27
67 H 0.68 6.10 -0.62
68 H -2.69 -3.19 0.75
69 H 1.51 -2.30 -3.37
70 H -0.20 4.77 2.69
71 H -0.86 -1.77 -4.08

## Properties
<S²> ... 8.764
Spin multiplicity ... 6
LUMO (spin up / spin down) ... -10.88 / -13.27 eV
HOMO-LUMO gap (spin up / spin down) ... 4.74 / 7.74 eV
Molar mass ... 670.78 g mol⁻¹
HOMO (spin up / spin down) ... -15.61 / -21.01 eV
Charge ... +4

No. 4
Below is a molecular structure, C21H41N2NiO9P2SbSi3, with properties calculated with the ωB97M-V functional and the def2-TZVPD basis.

Cartesian coordinates (Å):
1 Sb -0.63 -0.74 1.07
2 Ni 1.84 0.48 -0.98
3 P 3.68 1.40 0.59
4 P 2.36 -1.09 1.28
5 Si -2.01 -2.13 -1.22
6 Si -0.63 -2.85 2.55
7 Si 0.07 0.98 3.12
8 O 1.98 -1.67 2.58
9 O 4.23 2.34 1.81
10 O 1.24 -1.25 0.22
11 O 3.69 -1.70 0.72
12 O 4.82 0.56 0.14
13 O 3.16 -0.67 -1.99
14 O -0.01 1.34 -0.57
15 O 2.89 2.26 -0.33
16 O 2.62 0.49 1.48
17 N 0.21 1.96 -2.78
18 N 1.39 1.27 -2.77
19 C -0.44 1.91 -1.65
20 C 5.22 -0.85 -3.11
21 C 3.47 0.80 -3.81
22 C -0.89 -4.29 1.30
23 C 0.47 -3.67 3.89
24 C -3.51 3.85 -2.67
25 C -2.40 -0.92 -2.68
26 C -4.30 3.71 -1.54
27 C -2.32 -2.74 3.48
28 C 0.33 2.75 2.40
29 C -1.64 1.15 4.05
30 C 2.01 2.66 -4.67
31 C 1.32 0.89 4.61
32 C -3.83 3.00 -0.45
33 C 2.27 1.53 -3.70
34 C -1.77 2.55 -1.62
35 C -3.73 -2.09 -0.29
36 C -2.25 3.28 -2.71
37 C 3.86 -0.21 -2.94
38 C -2.17 -3.80 -2.25
39 C -2.58 2.42 -0.49
40 H 1.42 -3.97 3.44
41 H 2.70 2.63 -5.51
42 H 0.00 -4.53 4.34
43 H 0.73 -2.95 4.67
44 H 0.98 2.60 -5.02
45 H -1.86 0.27 4.66
46 H -4.49 -2.69 -0.80
47 H -3.34 -1.19 -3.16
48 H -1.93 -4.69 -1.66
49 H 5.80 -0.62 -2.22
50 H 4.17 1.10 -4.59
51 H 2.34 0.95 4.23
52 H -1.48 -3.78 -3.09
53 H -1.61 3.37 -3.58
54 H 1.12 2.73 1.65
55 H -1.66 2.02 4.69
56 H -5.29 4.16 -1.51
57 H -3.18 -3.93 -2.63
58 H 5.74 -0.48 -4.00
59 H -2.45 1.25 3.32
60 H 5.11 -1.93 -3.17
61 H -2.20 1.83 0.34
62 H -3.04 -2.17 2.90
63 H -4.10 -1.07 -0.23
64 H -3.66 -2.45 0.74
65 H 0.61 3.48 3.16
66 H 2.13 3.61 -4.14
67 H -1.60 -0.95 -3.43
68 H -0.77 -5.28 1.75
69 H -0.17 -4.20 0.48
70 H -1.88 -4.23 0.86
71 H -2.48 0.10 -2.33
72 H -0.57 3.10 1.90
73 H 4.22 -0.97 0.30
74 H 1.23 -0.06 5.14
75 H -3.87 4.42 -3.51
76 H -2.22 -2.25 4.44
77 H -2.74 -3.73 3.65
78 H -4.44 2.89 0.44
79 H 1.17 1.69 5.33
80 H 3.53 2.96 2.05

## Properties
<S²> ... 2.005
Spin multiplicity ... 3
Relative energy (zero: lowest compared OMol25 entry of this formula, charge and spin) ... 3.317 eV
LUMO (spin up / spin down) ... 4.64 / 4.64 eV
HOMO-LUMO gap (spin up / spin down) ... 4.84 / 4.84 eV
Molar mass ... 792.22 g mol⁻¹
HOMO (spin up / spin down) ... -0.20 / -0.20 eV
Charge ... -2

No. 5
Below is a gas-phase ion, C21H41N3O3PS (charge +1), with properties calculated with the ωB97M-V functional and the def2-TZVPD basis.

Cartesian coordinates (Å):
1 S -0.69 -4.69 0.01
2 P -2.11 1.34 -2.26
3 O 4.36 -2.17 -2.28
4 O -1.71 1.35 -3.93
5 O -1.36 2.62 -1.41
6 N -1.01 -3.04 -0.57
7 N 0.95 -0.08 -2.21
8 N -2.29 -2.67 -0.47
9 C -4.39 0.73 1.26
10 C -0.23 1.35 4.55
11 C 3.71 -3.43 -2.60
12 C 2.09 -3.30 -2.59
13 C -0.11 -0.90 -1.63
14 C 5.18 -2.28 -1.10
15 C 2.98 2.15 -3.07
16 C -2.61 -1.39 -0.95
17 C -1.00 2.78 4.53
18 C -4.61 -0.78 0.71
19 C -3.07 2.26 2.89
20 C 0.13 -2.35 -1.06
21 C -2.97 0.93 1.98
22 C 1.65 0.77 -1.19
23 C 4.45 2.30 -2.39
24 C 1.62 -2.88 -1.11
25 C 1.90 2.23 -1.87
26 C -1.59 -0.36 -1.59
27 C -1.08 0.37 5.50
28 C -4.16 -0.93 -0.84
29 C -1.64 2.98 3.07
30 H 1.64 -0.65 -2.71
31 H -3.78 2.98 2.34
32 H 2.89 1.19 -3.68
33 H -0.28 3.62 4.80
34 H 5.94 -3.14 -1.13
35 H -5.24 0.98 2.00
36 H -1.12 -5.56 -1.00
37 H -1.97 0.45 -4.25
38 H 4.80 1.22 -2.18
39 H -4.12 -1.57 1.37
40 H -2.83 0.03 2.68
41 H -1.84 4.10 2.94
42 H -0.88 2.66 2.29
43 H 2.86 3.03 -3.81
44 H -2.19 0.33 5.26
45 H -4.76 -1.83 -1.25
46 H 0.82 1.43 5.01
47 H 4.09 -3.79 -3.61
48 H -0.94 2.31 -0.58
49 H 5.80 -1.31 -0.96
50 H -0.57 -0.65 5.48
51 H -2.12 1.08 1.24
52 H 4.30 2.90 -1.43
53 H 2.29 -1.98 -0.82
54 H 1.71 -4.36 -2.84
55 H -1.79 2.74 5.37
56 H 2.71 0.34 -1.04
57 H -4.54 1.42 0.35
58 H 2.16 3.02 -1.10
59 H 5.20 2.85 -3.05
60 H 4.07 -4.21 -1.83
61 H -0.23 0.96 3.48
62 H -3.55 1.98 3.90
63 H -4.38 -0.01 -1.46
64 H 1.88 -3.70 -0.38
65 H -5.75 -0.97 0.74
66 H -1.00 0.80 6.57
67 H 1.71 -2.60 -3.40
68 H 0.91 2.52 -2.37
69 H 1.13 0.84 -0.18
70 H 4.58 -2.40 -0.13

## Properties
Relative energy (zero: lowest compared OMol25 entry of this formula, charge and spin) ... 0.000 eV
LUMO ... -5.00 eV
HOMO-LUMO gap ... 6.33 eV
Molar mass ... 446.62 g mol⁻¹
HOMO ... -11.34 eV
Charge ... +1

No. 6
Below is 13 unconnected molecules or ions with the total composition C21H41N4O31, with properties calculated with the ωB97M-V functional and the def2-TZVPD basis.

Cartesian coordinates (Å):
1 O 4.31 0.24 -0.93
2 O -1.29 -0.93 -1.42
3 O -0.55 4.45 1.47
4 O 2.28 -0.91 3.93
5 O -2.75 1.58 -0.52
6 O -2.19 -0.62 -3.37
7 O 4.10 -5.17 -0.70
8 O -1.60 -3.65 3.44
9 O -1.21 3.85 3.57
10 O -1.93 0.98 4.14
11 O -1.28 -2.50 -2.92
12 O 1.75 6.62 1.83
13 O -4.09 1.46 4.50
14 O 0.48 2.93 2.61
15 O 3.24 3.68 -3.57
16 O -0.44 -2.01 4.33
17 O -4.88 2.15 -0.53
18 O -3.41 -0.57 3.85
19 O 4.71 -0.66 -2.89
20 O 4.25 -1.97 -1.27
21 O -3.69 2.11 -2.37
22 O 3.86 6.54 2.64
23 O 1.42 4.95 -3.21
24 O 3.93 -0.15 2.76
25 O 1.46 0.04 -0.75
26 O -5.85 -3.90 1.30
27 O 0.55 -3.38 2.98
28 O 3.48 5.80 -3.22
29 O -0.79 1.97 -3.47
30 O 2.88 -2.10 2.23
31 O 3.34 5.19 1.05
32 N 0.26 3.01 -5.40
33 N -0.24 1.13 0.52
34 N 2.49 -3.62 -0.04
35 N -3.83 -2.72 1.97
36 C -1.05 3.30 -6.16
37 C -3.25 0.67 4.16
38 C -4.99 -3.76 2.20
39 C -5.13 -4.40 3.57
40 C 3.14 -4.94 0.07
41 C -1.58 -1.40 -2.60
42 C 0.07 1.87 -4.32
43 C 1.79 2.39 -0.53
44 C -0.35 3.80 2.53
45 C 2.65 4.77 -3.32
46 C 2.98 -0.98 2.94
47 C 2.48 -5.83 1.02
48 C -0.31 0.00 1.44
49 C 1.11 1.07 -0.25
50 C 1.14 -3.51 -0.79
51 C 3.05 6.11 1.88
52 C 1.05 0.73 -4.31
53 C -3.55 -2.12 0.57
54 C 4.44 -0.85 -1.69
55 C -0.52 -3.03 3.51
56 C -3.77 1.97 -1.06
57 H 0.93 -2.45 -0.91
58 H -4.17 -4.37 4.08
59 H -3.45 -2.89 -0.20
60 H 3.07 -6.74 1.17
61 H -5.93 -4.02 4.20
62 H -1.08 1.23 -0.04
63 H 1.12 0.19 -5.25
64 H -1.28 2.40 -6.73
65 H -3.02 -3.23 2.28
66 H -4.44 -1.57 0.26
67 H 4.13 5.15 -3.53
68 H -1.92 3.53 -5.55
69 H -1.29 0.07 1.92
70 H -2.69 -1.48 0.69
71 H 1.31 2.68 -1.46
72 H -1.86 0.03 4.04
73 H -0.19 1.96 1.09
74 H 0.50 -1.79 4.32
75 H 0.81 0.04 -3.49
76 H 1.53 3.13 0.23
77 H 0.52 3.72 -4.74
78 H 0.28 -3.97 -0.31
79 H 0.34 0.20 2.29
80 H 3.95 -0.01 -0.07
81 H 2.11 -5.60 2.02
82 H 1.37 5.96 1.25
83 H -2.80 1.80 -2.55
84 H -3.77 -1.96 2.62
85 H 2.84 2.11 -0.62
86 H 3.21 -3.03 -0.44
87 H 1.07 2.97 -6.01
88 H -0.96 3.08 4.09
89 H -1.54 -0.02 -1.60
90 H 2.10 0.98 -4.17
91 H 2.18 -2.52 2.73
92 H 1.23 -3.81 -1.84
93 H -0.83 4.13 -6.83
94 H 2.35 -3.09 0.81
95 H -5.23 -5.48 3.44
96 H 1.54 -6.05 0.53
97 H -0.22 -0.94 0.90

## Properties
Relative energy (zero: lowest compared OMol25 entry of this formula, charge and spin) ... 3.774 eV
LUMO ... 7.69 eV
HOMO-LUMO gap ... 3.30 eV
Molar mass ... 845.56 g mol⁻¹
HOMO ... 4.40 eV
Charge ... -5

> The lowest molar mass belongs to which entry?

C21H41N3O3PS

Repeat the third record exactly.
Below is a molecular structure, C21H41IrN2O2P3S, with properties calculated with the ωB97M-V functional and the def2-TZVPD basis.

Cartesian coordinates (Å):
1 Ir 0.36 0.09 -2.33
2 S 0.55 2.31 0.68
3 P -2.58 -3.20 -1.62
4 P 2.71 -1.81 0.92
5 P -0.23 4.27 0.40
6 O 0.02 -0.89 0.67
7 O -2.25 0.21 -0.64
8 N -1.19 1.23 2.50
9 N 1.00 1.50 3.22
10 C -1.56 0.46 3.68
11 C 2.13 -0.25 -3.44
12 C 1.12 5.11 -0.41
13 C 1.74 1.06 -3.54
14 C 1.21 -1.29 -3.59
15 C -1.80 -4.76 -2.10
16 C -1.24 0.04 -1.19
17 C -3.41 -3.48 -0.04
18 C 0.42 1.37 -3.87
19 C 0.05 1.64 2.26
20 C 1.08 -1.19 0.25
21 C -0.73 0.94 4.86
22 C -0.48 0.36 -4.15
23 C -0.11 -0.98 -4.01
24 C 0.75 0.92 4.55
25 C 3.76 -0.41 0.48
26 C 2.67 -2.28 2.63
27 C -0.94 4.81 1.89
28 C 3.17 -3.12 -0.23
29 C -1.47 3.71 -0.82
30 C -3.90 -2.95 -2.84
31 H -1.80 1.14 1.67
32 H 3.70 -2.54 2.92
33 H -4.46 -2.05 -2.54
34 H -1.86 4.64 -1.27
35 H -1.48 0.64 -4.45
36 H -1.20 5.85 1.62
37 H 2.04 -3.18 2.77
38 H 1.99 5.17 0.27
39 H 1.31 1.51 5.29
40 H 1.40 4.61 -1.36
41 H -1.01 3.05 -1.60
42 H -0.92 0.28 5.71
43 H 2.72 -4.08 0.09
44 H -4.26 -2.78 0.01
45 H 4.80 -0.72 0.70
46 H -4.48 -3.88 -2.83
47 H -1.02 -4.98 -1.34
48 H 3.17 -0.43 -3.13
49 H 2.33 -1.46 3.28
50 H -2.62 -5.49 -2.15
51 H 1.93 1.82 2.98
52 H -1.84 4.22 2.12
53 H 1.14 -0.10 4.55
54 H 0.10 2.41 -3.87
55 H -1.28 -4.59 -3.05
56 H 3.48 0.48 1.07
57 H -2.26 3.12 -0.31
58 H -2.63 0.60 3.86
59 H 4.27 -3.19 -0.21
60 H 2.41 1.87 -3.29
61 H -3.66 -4.54 -0.03
62 H -1.05 1.94 5.18
63 H 3.67 -0.20 -0.61
64 H -3.42 -2.72 -3.81
65 H -1.36 -0.60 3.47
66 H 2.87 -2.85 -1.27
67 H 0.68 6.10 -0.62
68 H -2.69 -3.19 0.75
69 H 1.51 -2.30 -3.37
70 H -0.20 4.77 2.69
71 H -0.86 -1.77 -4.08

## Properties
<S²> ... 8.764
Spin multiplicity ... 6
LUMO (spin up / spin down) ... -10.88 / -13.27 eV
HOMO-LUMO gap (spin up / spin down) ... 4.74 / 7.74 eV
Molar mass ... 670.78 g mol⁻¹
HOMO (spin up / spin down) ... -15.61 / -21.01 eV
Charge ... +4

> Among the records above, which one has the lowest molar mass?

C21H41N3O3PS

> The highest molar mass belongs to which entry?

C21H41N4O31